1.
C44H56N2O3SSbSi3W as an isolated structure. Source: the OMol25 dataset; level of theory: the ωB97M-V functional and the def2-TZVPD basis.

Last column: Mulliken charge in e.
Cartesian coordinates (Å):
W -0.24873 -0.51825 -0.54231  -0.11
O -1.76764 0.08988 0.51928  1.04
C -2.26265 -0.12382 1.72295  -0.12
C -3.63396 -0.31700 1.91514  -0.69
C -4.10971 -0.51850 3.19342  -0.77
C -3.25778 -0.51171 4.30420  -0.93
C -1.91266 -0.29925 4.12283  -0.94
C -1.40497 -0.11872 2.82594  0.83
C -0.02391 0.13325 2.60331  -0.56
N 0.58287 0.13045 1.46402  1.07
C 2.01916 0.39920 1.57172  -1.52
C 2.48723 0.64306 0.17040  0.07
N 1.91147 -0.44893 -0.61130  0.45
C 2.74697 -1.27641 -1.14453  -1.71
C 2.41872 -2.32711 -2.04710  1.05
C 3.43107 -3.16705 -2.54673  -0.73
C 3.15316 -4.05573 -3.55381  -0.89
C 1.85822 -4.10267 -4.08843  -0.90
C 0.85796 -3.27833 -3.62594  -0.45
C 1.12876 -2.37181 -2.58907  -0.44
O 0.18068 -1.56682 -2.15993  0.99
H -4.29321 -0.31079 1.05802  0.55
H -5.16959 -0.68144 3.34181  0.46
H -3.66081 -0.66264 5.29593  0.46
H -1.23531 -0.27719 4.96880  0.49
H 0.57426 0.33522 3.49366  0.46
H 2.50161 -0.49215 1.97840  0.44
H 2.21739 1.24097 2.23646  0.65
H 3.57476 0.67669 0.07940  0.81
H 2.06900 1.57467 -0.20258  -0.71
H 3.80961 -1.12012 -0.96145  0.86
H 4.42863 -3.09916 -2.12610  0.47
H 3.92539 -4.70519 -3.94177  0.45
H 1.64097 -4.79935 -4.88787  0.44
H -0.13791 -3.30947 -4.04634  0.43
C -2.74763 -1.95725 -2.08485  -1.03
O -2.07700 -0.73614 -1.80751  0.17
Si -1.73513 0.50456 -2.95648  -0.04
C -1.15406 -0.33219 -4.52953  -1.30
C -3.31361 1.35157 -3.48448  -1.27
C -0.51634 1.35687 -1.85427  0.42
Si -1.40437 2.77697 -0.93784  0.93
C -1.64216 4.31292 -2.00203  -1.42
C -0.41609 3.34644 0.56287  -1.06
C -3.16639 2.40853 -0.34899  -1.40
Si 0.84918 2.14372 -2.91412  0.58
C 1.80450 3.56320 -2.10901  -1.32
C 0.16511 2.87760 -4.50941  -1.38
C 2.19964 0.95605 -3.49774  -0.99
H -3.62467 -1.76388 -2.70387  0.35
H -3.06517 -2.39451 -1.13817  0.30
H -2.07777 -2.64991 -2.59797  0.13
H -1.85801 -1.13897 -4.76147  0.43
H -0.15600 -0.75746 -4.48990  0.19
H -1.20262 0.36217 -5.36855  0.53
H -3.96249 0.63693 -3.99958  0.43
H -3.04922 2.11321 -4.22434  0.33
H -3.88501 1.83629 -2.69684  0.41
H -0.73513 4.76480 -2.39967  0.30
H -2.12481 5.05578 -1.35899  0.40
H -2.32461 4.12650 -2.83382  0.34
H 0.42644 3.97502 0.27254  0.36
H -0.03720 2.51966 1.16638  -0.01
H -1.06549 3.94711 1.20489  0.54
H -3.54547 1.42806 -0.62660  0.18
H -3.84365 3.16375 -0.75514  0.49
H -3.21313 2.47636 0.74064  0.40
H 1.23532 4.49281 -2.08444  0.36
H 2.68153 3.74412 -2.73771  0.46
H 2.16716 3.38155 -1.09868  0.36
H -0.70836 3.51444 -4.37260  0.34
H -0.08637 2.10810 -5.23895  0.33
H 0.94993 3.49340 -4.95883  0.44
H 3.02225 0.87718 -2.78456  0.24
H 2.61987 1.37541 -4.41616  0.70
H 1.85121 -0.04860 -3.72930  0.04
S -0.37647 -2.56053 0.46238  -0.64
Sb 1.78312 -3.65799 1.25107  0.88
C 3.91931 -3.66920 1.12133  0.98
C 4.59193 -4.88117 0.98981  -0.52
C 5.97684 -4.90649 0.90118  -0.72
C 6.70127 -3.72398 0.94183  -0.66
C 6.03902 -2.51130 1.07712  -0.63
C 4.65515 -2.48793 1.16232  -0.58
C 1.32324 -5.54241 0.44150  0.74
C 0.42819 -6.37702 1.10299  -0.78
C 0.06956 -7.59302 0.53802  -0.67
C 0.59908 -7.97465 -0.68687  -0.63
C 1.48801 -7.14024 -1.35100  -0.83
C 1.84811 -5.92361 -0.79036  -0.41
C 1.47740 -3.95305 3.31874  0.81
C 0.22515 -3.66807 3.85779  -0.74
C -0.00637 -3.86115 5.21327  -0.66
C 1.01292 -4.32698 6.03185  -0.64
C 2.26543 -4.59934 5.49867  -0.75
C 2.50072 -4.41195 4.14376  -0.44
H 4.03701 -5.81158 0.95277  0.51
H 6.48974 -5.85371 0.80088  0.45
H 7.78049 -3.74707 0.87171  0.42
H 6.60089 -1.58741 1.12073  0.45
H 4.15572 -1.53546 1.27424  0.32
H 0.01447 -6.09214 2.06372  0.40
H -0.62181 -8.24408 1.05643  0.43
H 0.31976 -8.92440 -1.12328  0.40
H 1.90193 -7.43679 -2.30594  0.46
H 2.53992 -5.27733 -1.32171  0.63
H -0.57176 -3.29097 3.22523  0.41
H -0.98342 -3.64750 5.62781  0.46
H 0.83234 -4.47629 7.08823  0.39
H 3.06147 -4.95827 6.13761  0.41
H 3.48340 -4.62624 3.73915  0.45

## Properties
- Net charge: +1
- Kohn-Sham gap (spin up / spin down): 6.21 / 6.22 eV
- HOMO energy (spin up / spin down): -9.708 / -9.710 eV
- E_LUMO (spin up / spin down): -3.49 / -3.49 eV
- Energy above the lowest of the compared OMol25 structures with the same formula, charge and spin: 0.0000 eV

***

2.
C44H57Br2ClCsF5LiN6NaO9PRbS as an isolated structure. Source: the OMol25 dataset; level of theory: the ωB97M-V functional and the def2-TZVPD basis.

Last column: Mulliken charge in e.
Cartesian coordinates (Å):
C 5.22543 -0.37743 0.87351  -1.20
C 4.75534 -0.77561 2.29444  -0.29
C 3.90069 0.32954 2.95956  -1.19
C 3.09773 -0.18048 4.18388  -0.21
C 2.13518 -1.31965 3.71763  0.78
C 0.65498 -1.15639 4.20109  -1.27
C -0.03798 -0.06157 3.38908  1.09
C 0.04305 1.23836 3.91008  -0.55
C -0.51416 2.32114 3.22126  -1.07
C -1.12186 2.05368 2.01457  0.67
C -1.24120 0.76287 1.47771  -0.95
C -0.69654 -0.31989 2.17650  -0.68
C -0.78008 -1.77984 1.68186  1.32
F 0.40937 -2.40157 1.66940  -0.22
F -1.29980 -1.91658 0.41259  0.17
C -1.73876 -2.58337 2.60234  -0.29
C -2.94363 -2.08145 3.08742  -0.34
C -3.74451 -2.84862 3.93081  -1.42
C -3.38266 -4.12634 4.31894  -0.86
C -2.16994 -4.62896 3.83422  0.28
C -1.70640 -6.01197 4.24810  0.82
F -2.72750 -6.84522 4.46160  -0.22
F -0.84502 -6.52753 3.39055  -0.24
F -0.98029 -5.90854 5.47576  -0.36
C -1.36895 -3.87206 2.98746  -0.35
N -1.90514 0.54240 0.23734  1.84
C -3.38964 0.55490 0.38025  0.16
C -4.18255 0.33417 -0.91382  -0.69
N -4.94735 1.53531 -1.35563  -0.56
C -1.38505 1.36703 -0.83665  -1.67
C -0.97337 0.78872 -2.03088  -0.16
C -0.43127 1.50532 -3.15678  0.85
C -0.03675 0.63634 -4.34970  -0.43
Br 1.08939 -0.84902 -3.64586  -0.06
C 0.72707 1.22046 -5.55742  -0.32
C 2.26419 1.37412 -5.27386  -1.49
C -0.37025 2.91152 -3.02128  -0.20
C 0.18690 3.78613 -4.15809  -1.81
C -0.83498 4.19499 -5.32891  0.05
C 0.00763 4.54312 -6.59207  -1.24
Cl -2.11489 2.95130 -5.66116  -0.15
C -0.80530 3.56052 -1.81677  0.16
P -0.74432 5.42716 -1.57081  1.16
N 0.58369 5.79517 -0.78923  -0.77
C -1.30983 2.72257 -0.68278  1.79
S -1.83588 3.33041 0.96208  -0.77
H 5.74590 -1.20606 0.37536  0.36
H 4.32272 -0.15647 0.27837  0.09
H 5.86536 0.51797 0.90909  0.40
H 5.60306 -0.98977 2.97044  0.39
H 4.20179 -1.72149 2.15844  0.29
H 3.20113 0.70586 2.18978  0.16
H 4.56065 1.17245 3.22079  0.57
H 2.56612 0.67093 4.64235  -0.12
H 3.88263 -0.57184 4.89300  0.25
H 2.19501 -1.34297 2.61880  -0.44
H 2.52627 -2.29571 4.06461  0.26
H 0.10759 -2.10430 4.23912  -0.13
H 0.69956 -0.78926 5.25127  0.69
H 0.55533 1.44451 4.85069  0.36
H -0.45549 3.34016 3.60646  0.44
H -3.22952 -1.06623 2.80543  0.39
H -4.66780 -2.38674 4.28931  0.39
H -3.99442 -4.72516 4.99654  0.49
H -0.43588 -4.32950 2.64778  0.68
H -3.63824 -0.29318 1.04098  -0.15
H -3.77706 1.44878 0.90375  0.36
H -4.94833 -0.43263 -0.69481  0.51
H -3.57475 -0.05981 -1.71674  -0.01
H -4.76705 1.68883 -2.34491  0.23
H -5.93682 1.31701 -1.28970  0.28
H -1.07074 -0.30051 -2.06345  -0.95
H -0.93700 0.12268 -4.72614  0.63
H 0.67849 0.46908 -6.36525  0.52
H 0.32157 2.13364 -5.99029  -0.32
H 2.61487 2.15551 -5.97947  0.41
H 2.81478 0.47345 -5.56826  0.43
H 2.48099 1.68940 -4.24592  0.40
H 0.47644 4.76003 -3.72062  0.86
H 1.12153 3.40768 -4.58223  0.10
H -1.34607 5.09219 -4.95537  0.45
H -0.04975 3.78183 -7.37646  0.33
H -0.31846 5.53617 -6.93541  0.37
H 1.06004 4.65986 -6.28650  0.33
H -1.83223 5.90226 -0.75191  -0.32
H -0.72064 6.16911 -2.78485  0.06
H 1.06339 4.90511 -0.65006  0.33
Rb -1.68292 -6.37665 7.64478  1.04
C 1.63599 -2.08107 -0.65754  0.43
O 0.97901 -2.78566 -1.50108  -0.71
O 1.24371 -0.86859 -0.33139  -0.36
O 2.68788 -2.46950 -0.05948  -0.78
C 2.50849 -5.65738 -4.66493  0.57
O 2.88068 -6.32932 -5.61641  -0.69
N 1.24160 -5.70317 -4.17429  -0.33
N 3.32026 -4.79338 -3.99564  -0.33
H 0.94203 -5.14324 -3.39862  0.22
H 0.59012 -6.32308 -4.61669  0.19
H 4.26732 -4.71697 -4.31529  0.17
H 3.02176 -4.23940 -3.20688  0.21
Cs -3.61850 5.33074 -0.28443  1.06
N 5.02897 1.09070 6.23732  0.05
C 6.32503 0.88844 6.50975  -0.11
C 7.18186 1.87357 6.96149  -0.58
C 6.66928 3.14915 7.13692  -0.22
C 5.32759 3.38764 6.85831  -0.77
C 4.55417 2.33184 6.41690  -0.05
H 6.68344 -0.12395 6.35653  0.43
H 8.24272 1.62662 7.17754  0.20
H 7.30750 3.95013 7.48938  0.40
H 4.89395 4.37136 6.98400  0.37
H 3.49946 2.46830 6.19083  0.21
Li 3.25189 -0.92562 6.55273  0.93
C -5.55827 4.49670 -8.15082  -0.07
C -6.33806 3.29219 -7.65754  -0.44
O -5.68840 2.09627 -8.08198  -0.54
O -5.45947 4.46624 -9.56510  -0.52
H -6.04232 5.43059 -7.86110  0.30
H -4.54121 4.48644 -7.73508  0.08
H -7.34014 3.28344 -8.08476  0.29
H -6.41182 3.27353 -6.56466  0.25
H -4.86950 2.03231 -7.57052  0.31
H -5.32792 3.53917 -9.80407  0.35
C -5.12806 -9.35831 3.58500  0.67
O -4.07409 -9.88615 4.04009  -0.76
O -4.88394 -8.06615 3.05670  -0.49
O -6.28117 -9.77249 3.53269  -0.69
H -3.93810 -8.08735 3.25181  0.30
Na -2.00375 -1.63288 -1.79157  0.74
Br 9.42312 0.46693 8.42472  -0.84

## Properties
- Net charge: 0
- Kohn-Sham gap: 2.73 eV
- HOMO energy: -5.264 eV
- E_LUMO: -2.53 eV

***

Taking the records one at a time from the top gives max |F| values of 0.79 5.20 eV/Å.